1.
95
Properties=species:S:1:pos:R:3:forces:R:3:lowdin_charge:R:1 method="wB97M-V/def2-TZVPD" mol_weight_g_mol=816.0 energy_ev=-124243.479 multiplicity=4 gap_ev="4.784 / 4.791" s2=3.77 charge=-2
V -0.6117 -0.4726 -0.2144 -0.6 0.3 -0.5 0.374
C -0.1790 -2.1696 3.6640 0.0 0.0 0.1 -0.275
Si -0.2413 -0.7750 2.3609 0.1 0.0 -0.1 0.594
C 1.5828 -0.1908 2.0664 0.0 0.1 0.1 -0.301
C 2.1110 1.0155 2.5431 0.0 0.0 0.0 -0.109
C 3.3283 1.5090 2.0932 0.0 0.0 0.0 -0.103
C 4.0522 0.8079 1.1370 0.0 0.0 0.0 -0.097
C 3.5627 -0.4019 0.6699 0.1 0.0 -0.1 -0.102
C 2.3548 -0.9061 1.1386 -0.1 0.0 0.0 -0.423
P 1.7308 -2.5816 0.6887 -0.1 -0.1 0.1 1.158
C 1.1570 -2.3904 -1.1428 0.2 0.1 0.0 -0.515
C 1.2855 -0.5950 -2.8234 -0.1 0.1 0.2 -0.210
C 0.3097 -0.9544 -3.6555 0.0 0.2 0.0 -0.153
C -0.8435 -1.7885 -3.4043 0.1 0.0 0.0 -0.156
C -1.1153 -2.4551 -2.2554 0.1 0.0 0.1 -0.171
C -0.3373 -2.5358 -1.0336 0.0 -0.1 -0.2 -0.323
C 3.3702 -3.4607 0.9745 -0.1 0.0 -0.1 -0.321
C 3.9664 -4.5119 0.2741 0.0 0.0 0.0 -0.101
C 5.0964 -5.1672 0.7569 0.0 0.0 0.0 -0.108
C 5.6627 -4.8074 1.9664 0.0 0.0 0.0 -0.125
C 5.0691 -3.7853 2.6977 0.0 0.0 0.0 -0.102
C 3.9495 -3.1345 2.2124 0.0 0.0 0.1 -0.113
C -0.8582 0.7239 3.4102 0.1 -0.1 0.1 -0.310
C -0.9115 0.7028 4.8090 0.0 -0.1 0.0 -0.109
C -1.2645 1.8218 5.5482 0.0 0.0 0.0 -0.112
C -1.5669 3.0118 4.8977 0.0 0.0 0.0 -0.106
C -1.5311 3.0550 3.5133 0.0 0.1 0.0 -0.101
C -1.1917 1.9255 2.7717 0.0 0.0 -0.1 -0.364
P -1.3100 1.8512 0.9128 0.1 -0.1 0.4 0.947
C -3.1379 1.9080 0.8767 0.0 0.2 0.0 -0.343
C -3.8240 0.7032 0.8154 -0.1 -0.1 0.0 -0.137
C -5.2070 0.6691 0.9208 0.0 0.1 0.0 -0.100
C -5.9224 1.8441 1.0824 0.0 0.0 0.0 -0.106
C -5.2476 3.0564 1.1402 0.0 0.0 0.0 -0.101
C -3.8645 3.0856 1.0452 0.0 0.0 0.0 -0.099
C -0.7322 3.5355 0.4805 -0.1 -0.1 -0.1 -0.373
C -1.3183 4.2931 -0.5335 0.0 0.0 0.0 -0.130
C -0.7874 5.5245 -0.8866 0.0 0.0 0.0 -0.090
C 0.3503 6.0066 -0.2520 0.0 0.0 0.0 -0.116
C 0.9515 5.2513 0.7433 0.0 0.0 0.0 -0.100
C 0.4084 4.0259 1.1088 0.1 0.1 0.0 -0.095
H 0.5470 -1.9481 4.4539 0.0 0.0 0.0 0.011
H 0.0895 -3.1237 3.2113 0.0 0.0 0.0 -0.013
H -1.1617 -2.2788 4.1344 0.0 0.0 0.0 0.010
H 1.5444 1.5864 3.2713 0.0 0.0 0.0 0.089
H 3.7042 2.4533 2.4739 0.0 0.0 0.0 0.091
H 4.9904 1.1995 0.7611 0.0 0.0 0.0 0.089
H 4.1289 -0.9650 -0.0645 0.0 0.0 0.0 0.111
H 2.0794 0.0898 -3.0934 0.0 0.0 -0.1 0.117
H 0.3830 -0.5011 -4.6399 0.0 0.0 0.0 0.111
H -1.6213 -1.7538 -4.1564 0.0 0.0 0.0 0.089
H -2.0975 -2.9160 -2.2098 0.0 0.0 0.0 0.076
H -0.6391 -3.3310 -0.3564 0.0 0.0 0.0 0.070
H 3.5610 -4.8585 -0.6616 0.0 0.0 0.0 0.065
H 5.5247 -5.9705 0.1680 0.0 0.0 0.0 0.092
H 6.5427 -5.3171 2.3408 0.0 0.0 0.0 0.086
H 5.4788 -3.4845 3.6551 0.0 0.0 0.0 0.094
H 3.5113 -2.3463 2.8131 0.0 0.0 0.0 0.102
H -0.6602 -0.2101 5.3387 0.0 0.0 0.0 0.079
H -1.2980 1.7692 6.6316 0.0 0.0 0.0 0.087
H -1.8399 3.8960 5.4632 0.0 0.0 0.0 0.088
H -1.7790 3.9800 3.0039 0.0 0.0 0.0 0.099
H -3.3003 -0.2312 0.6666 0.1 0.0 0.0 0.065
H -5.7207 -0.2786 0.8269 0.0 0.0 0.0 0.100
H -7.0043 1.8187 1.1427 0.0 0.0 0.0 0.089
H -5.7957 3.9845 1.2587 0.0 0.0 0.0 0.089
H -3.3495 4.0355 1.1066 0.0 0.0 0.0 0.090
H -2.1693 3.8951 -1.0691 0.0 0.0 0.0 0.091
H -1.2553 6.0929 -1.6816 0.0 0.0 0.0 0.096
H 0.7735 6.9618 -0.5419 0.0 0.0 0.0 0.087
H 1.8504 5.6062 1.2341 0.0 0.0 0.0 0.091
H 0.8897 3.4431 1.8845 0.0 0.0 0.0 0.087
S -1.1745 1.3363 -1.8556 0.0 0.3 0.0 0.613
C -2.1638 1.3208 -3.3186 0.1 -0.3 0.1 -0.636
C -1.7592 2.1866 -4.3397 0.0 0.0 0.0 -0.173
C -2.4397 2.2905 -5.5435 -0.1 -0.1 0.0 -0.158
C -3.5596 1.4846 -5.7384 0.1 0.1 0.0 -0.157
C -3.9689 0.6253 -4.7368 -0.1 -0.1 0.1 -0.180
C -3.3182 0.5109 -3.4899 -0.1 0.0 0.0 -0.766
S -3.9700 -0.5627 -2.2796 0.0 0.1 0.0 0.448
H -0.8730 2.7865 -4.1605 0.0 0.0 0.0 0.078
H -2.0943 2.9743 -6.3114 0.0 0.0 0.0 0.071
H -4.1187 1.5228 -6.6688 0.0 0.0 0.0 0.074
H -4.8425 -0.0006 -4.8842 0.0 0.0 0.0 0.068
C 2.1033 -3.2781 -3.5390 0.0 -0.1 -0.1 -0.075
C 1.9667 -3.3935 -2.0144 0.1 -0.1 0.0 -0.365
C 1.4015 -4.7883 -1.7197 0.0 -0.1 0.0 -0.096
O 1.4021 -0.9680 -1.4884 0.2 -0.2 0.1 -0.181
H 2.7193 -4.1279 -3.8572 0.0 0.0 0.0 0.071
H 2.6044 -2.3673 -3.8546 0.0 -0.1 0.0 0.066
H 1.1450 -3.3346 -4.0524 0.0 0.0 0.1 0.072
H 2.9963 -3.3307 -1.6531 0.0 0.0 0.0 0.095
H 0.4073 -4.8643 -2.1638 0.0 0.0 0.0 0.086
H 1.2964 -5.0019 -0.6538 0.0 0.1 0.0 0.069
H 2.0374 -5.5625 -2.1605 0.0 0.0 0.0 0.073



2.
22
Properties=species:S:1:pos:R:3:forces:R:3:lowdin_charge:R:1 method="wB97M-V/def2-TZVPD" mol_weight_g_mol=105.2 energy_ev=-8964.666 gap_ev=9.737 smiles=CCCCCN.O
C 2.3632 0.0756 0.5715 0.5 1.2 0.2 -0.117
C 1.0095 0.7107 0.1435 0.3 0.8 -0.1 -0.292
C -0.2730 0.2105 0.7855 2.2 -0.8 1.9 -0.235
C -0.3954 -1.2990 0.5966 -0.4 -1.1 0.9 -0.215
C -0.0594 -1.7681 -0.8326 1.5 2.2 -0.6 -0.291
N -0.8859 -1.0696 -1.8491 -1.3 -2.4 0.1 -0.012
H 2.5988 -0.9651 0.3246 -0.5 0.2 -0.1 0.063
H 3.0546 0.7258 0.0033 0.2 -0.6 0.2 0.073
H 2.6608 0.2511 1.6271 -0.6 -0.2 -0.4 0.078
H 1.0176 0.5927 -0.9410 -0.2 0.6 -0.1 0.083
H 1.0801 1.7802 0.4819 0.1 -0.7 -0.9 0.121
H 0.1192 0.4212 1.8288 -1.6 -0.5 -0.4 0.125
H -1.1903 0.7518 0.6445 -0.1 0.4 -0.4 0.071
H 0.3374 -1.7251 1.3293 -0.7 -0.2 -0.6 0.110
H -1.4407 -1.6820 0.8934 1.5 0.5 -0.4 0.128
H 1.0157 -1.5879 -1.1374 -1.0 0.3 0.7 0.104
H -0.0286 -2.8440 -0.9272 -1.1 -0.4 -0.2 0.097
H -0.8582 -0.0826 -2.0690 0.5 -0.2 0.7 0.055
H -1.8493 -1.3953 -1.6873 0.5 0.7 -0.5 0.069
H -2.9871 3.7585 -0.1179 0.5 -1.6 0.4 0.059
H -2.3957 2.2197 -0.0748 -0.6 1.3 0.1 0.022
O -2.8933 2.9209 0.4065 0.1 0.3 -0.5 -0.095